Entry 1:
DFT (wB97M-V/def2-TZVPD) results for a structure of composition C14H15Cl3NO2Se2Tc.

```
38
Properties=species:S:1:pos:R:3:forces:R:3
Tc -0.19514 -0.47025 -1.46933 0.50 0.25 0.10
O 3.21631 1.40825 0.69526 0.00 0.04 -0.02
C 3.70466 0.34716 1.50026 -0.02 0.01 0.07
C 2.84513 -0.89633 1.21835 -0.07 -0.18 0.07
C 3.37142 -2.05252 2.07434 0.01 0.04 -0.01
O 2.42354 -3.10191 1.99558 -0.03 0.00 0.01
C 2.95543 -1.19528 -0.27992 0.04 0.04 -0.12
Se 1.60395 -2.50574 -0.89605 -0.18 0.02 0.09
C 1.39764 -0.56831 1.62692 0.08 -0.02 0.00
Se 0.07035 -1.64397 0.66095 -0.02 -0.15 -0.09
H 3.79891 2.17041 0.78844 -0.02 0.00 0.00
H 3.62840 0.59350 2.56375 0.02 0.00 -0.01
H 4.75197 0.12469 1.27602 -0.01 -0.01 -0.01
H 3.49425 -1.70783 3.10644 -0.02 0.00 0.00
H 4.35097 -2.37414 1.70742 0.00 0.03 -0.01
H 2.70092 -3.84593 2.54194 0.01 0.01 0.01
H 3.91341 -1.65911 -0.51569 0.00 0.00 -0.03
H 2.86162 -0.27855 -0.85982 -0.02 -0.03 -0.01
H 1.15264 0.46774 1.41537 -0.02 0.05 0.02
H 1.21937 -0.80145 2.67507 0.04 0.05 0.03
Cl -0.89016 4.85798 -0.66176 0.06 -0.03 0.02
C 0.46266 3.89758 -0.07023 0.01 0.33 0.11
Cl 0.51014 3.88189 1.69818 0.00 -0.04 -0.09
Cl 1.99593 4.45310 -0.74412 -0.06 -0.02 0.01
C 0.24938 2.52271 -0.52310 0.09 -0.36 -0.09
N 0.09032 1.44286 -0.86661 -0.17 0.15 0.00
C -1.87850 -0.32030 -1.53221 -0.28 -0.18 -0.10
C -3.29067 -0.28852 -1.62980 0.04 -0.02 0.06
C -4.05877 -0.09892 -0.46931 0.01 0.02 -0.01
C -5.43417 -0.06724 -0.57386 -0.01 0.00 0.03
C -6.04072 -0.22262 -1.81640 0.04 0.00 -0.01
C -5.27952 -0.40910 -2.96628 -0.03 0.00 -0.01
C -3.90304 -0.44560 -2.88424 0.02 0.00 0.00
H -3.57269 0.02340 0.48955 -0.01 0.00 0.01
H -6.04017 0.07847 0.30928 0.00 0.00 0.01
H -7.11956 -0.19779 -1.88945 -0.01 0.00 0.00
H -5.76586 -0.52713 -3.92437 0.00 0.00 0.00
H -3.30036 -0.59119 -3.77056 0.00 0.00 0.00
```
Positions in Å, forces in eV/Å.

Output
Kohn-Sham gap, hartree: 0.26239
LUMO energy, eV: -7.72
Highest occupied orbital energy, eV: -14.861
Total charge: +2
E, eV: -190786.3758
Relative energy (zero: lowest compared OMol25 entry of this formula, charge and spin), kcal/mol: 19.61

Entry 2:
DFT (wB97M-V/def2-TZVPD) results for an isolated molecule of C14H15F3N4OS in a non-equilibrium geometry.

```
38
Properties=species:S:1:pos:R:3:forces:R:3
C -6.11494 -0.74222 0.82511 0.14 0.09 0.13
C -4.92986 -0.06222 1.50392 -0.49 -0.27 0.13
N -4.00186 0.46004 0.53499 0.71 0.15 -0.50
C -3.92187 1.72337 0.00257 0.04 -0.06 0.02
C -4.79365 2.85088 0.39515 -0.04 -0.04 0.09
N -2.96469 1.77412 -0.87571 -0.40 1.06 -0.10
N -2.39690 0.55660 -0.95544 -0.04 -0.82 0.11
C -3.01846 -0.22792 -0.11118 0.02 0.09 -0.12
S -2.67901 -1.90365 0.19581 0.05 -0.34 0.10
C -1.44035 -2.23771 -1.09971 -0.15 0.09 0.21
C -0.03273 -1.79324 -0.70225 -0.37 0.20 -0.22
O 0.79168 -2.58590 -0.30991 0.23 -0.32 0.13
N 0.14519 -0.45930 -0.86228 -0.22 0.15 -0.21
C 1.27805 0.29939 -0.59224 0.47 0.06 0.18
C 1.16798 1.68503 -0.72984 0.02 -0.10 0.02
C 2.25365 2.50094 -0.48434 0.00 -0.04 0.02
C 3.46798 1.95680 -0.09848 0.11 -0.17 0.04
C 3.57429 0.57955 0.03241 0.00 0.16 -0.06
C 4.87094 -0.03353 0.47863 0.28 -0.10 0.19
F 5.14458 -1.19113 -0.14102 -0.17 -0.14 -0.16
F 5.93015 0.76581 0.26803 -0.01 0.25 -0.11
F 4.87289 -0.30670 1.79991 -0.17 0.01 0.11
C 2.49400 -0.25763 -0.20619 0.08 -0.02 0.02
H -5.77156 -1.57938 0.22251 -0.01 -0.07 -0.07
H -6.80330 -1.11481 1.57772 -0.11 -0.06 0.05
H -6.64411 -0.04222 0.18230 -0.05 0.04 -0.05
H -4.39428 -0.78309 2.12834 -0.05 0.19 0.06
H -5.26981 0.76653 2.12940 0.13 -0.12 0.01
H -5.84048 2.61014 0.21605 -0.10 0.07 0.01
H -4.51960 3.71973 -0.19499 0.00 0.02 -0.01
H -4.66579 3.08296 1.45217 -0.06 0.09 0.05
H -1.78148 -1.74579 -2.00927 0.02 -0.07 -0.05
H -1.44822 -3.32108 -1.21619 0.05 0.12 -0.01
H -0.69046 0.08434 -1.12542 0.19 -0.29 0.04
H 0.22075 2.11005 -1.02881 -0.12 0.06 -0.04
H 2.15703 3.57009 -0.59287 -0.03 0.10 -0.02
H 4.32068 2.58859 0.09325 0.07 0.05 0.00
H 2.59190 -1.32551 -0.09722 -0.02 -0.01 -0.01
```
Positions in Å, forces in eV/Å.

Output
Kohn-Sham gap, hartree: 0.32949
LUMO energy, eV: 0.42
Highest occupied orbital energy, eV: -8.544
E, eV: -41758.5201
Relative energy (zero: lowest compared OMol25 entry of this formula, charge and spin), kcal/mol: 0.00

Entry 3:
DFT (wB97M-V/def2-TZVPD) results for a cluster of 2 separate species, C14H16 in total.

```
30
Properties=species:S:1:pos:R:3:forces:R:3
C -2.05266 -2.36978 3.27152 -0.65 -0.29 -0.37
C -2.06939 -2.06756 1.78824 0.37 -0.03 0.56
C -0.96630 -1.44907 1.20572 -0.36 0.37 -0.60
C -0.90175 -1.26698 -0.17552 0.11 0.29 0.62
C -1.95916 -1.66680 -0.96990 -0.30 -0.31 -0.24
C -3.05698 -2.29116 -0.39267 0.00 0.08 0.02
C -3.12575 -2.46796 0.98392 0.14 -0.29 -0.35
H -2.99688 -2.83499 3.55054 -0.19 0.15 0.09
H -1.92935 -1.46970 3.87578 0.29 -0.18 0.04
H -1.31433 -3.14569 3.48525 0.29 0.40 0.14
H -0.20060 -0.98251 1.81154 0.18 -0.37 0.17
H -0.02157 -0.77445 -0.56643 -0.07 0.06 -0.26
H -1.98395 -1.50993 -2.04083 0.30 0.01 -0.01
H -3.84611 -2.65908 -1.03786 -0.10 0.12 0.11
H -3.98412 -2.96783 1.41643 0.02 0.02 0.07
C 0.88456 4.04595 -1.21842 -0.04 -0.38 0.10
C 1.58252 2.71827 -1.02576 0.38 0.74 0.37
C 2.25071 2.45280 0.17526 0.41 0.02 0.00
C 2.90827 1.25387 0.37977 -0.20 -0.25 -0.30
C 2.90313 0.29255 -0.62999 0.37 -0.29 0.21
C 2.29265 0.55508 -1.83474 -0.66 0.37 -0.28
C 1.64099 1.77743 -2.03123 -0.05 -0.72 -0.13
H 0.36121 4.33132 -0.30799 -0.06 0.03 0.04
H 0.15116 3.94135 -2.01211 -0.08 0.22 -0.13
H 1.57243 4.85780 -1.46086 0.06 -0.11 -0.09
H 2.36352 3.21571 0.93804 -0.42 0.06 -0.01
H 3.39793 1.04237 1.32237 0.06 0.09 -0.05
H 3.40698 -0.65396 -0.48410 -0.03 -0.04 0.09
H 2.21250 -0.18678 -2.62469 0.33 0.02 0.15
H 1.14989 1.93515 -2.98374 -0.07 0.20 0.04
```
Positions in Å, forces in eV/Å.

Output
Kohn-Sham gap, hartree: 0.36315
LUMO energy, eV: 0.94
Highest occupied orbital energy, eV: -8.946
E, eV: -14777.5723
Relative energy (zero: lowest compared OMol25 entry of this formula, charge and spin), kcal/mol: 4.45

Entry 4:
DFT (wB97M-V/def2-TZVPD) results for a cluster of 2 separate species, C14H16 in total in a non-equilibrium geometry.

```
30
Properties=species:S:1:pos:R:3:forces:R:3
C 1.55491 -4.09704 1.86582 -0.72 0.45 -0.45
C 1.68827 -2.74553 1.21132 0.21 -0.23 -0.07
C 1.76299 -1.55599 1.93164 0.25 0.06 0.17
C 1.64529 -0.32745 1.29565 0.48 -0.18 -0.38
C 1.52890 -0.29192 -0.08327 0.27 0.38 -0.99
C 1.59002 -1.45564 -0.83962 0.09 -0.54 0.72
C 1.68499 -2.67887 -0.17758 -0.47 0.45 -0.56
H 0.51681 -4.38363 1.72776 -0.32 -0.21 -0.21
H 1.62562 -4.07534 2.94482 0.79 -0.09 0.19
H 2.13423 -4.84332 1.32788 0.32 -0.13 0.49
H 2.04865 -1.59005 2.97812 -0.48 -0.05 0.11
H 1.78529 0.61109 1.81332 -0.19 -0.06 0.26
H 1.52774 0.64912 -0.62826 -0.22 0.03 0.30
H 1.59018 -1.47352 -1.92244 -0.05 0.34 0.04
H 1.70244 -3.56009 -0.81293 0.00 -0.20 0.38
C -2.62691 0.19100 -0.29741 0.79 0.75 0.20
C -1.86170 1.43924 -0.72907 -0.49 -0.79 0.90
C -1.15978 2.15157 0.24647 -0.54 0.66 -0.46
C -0.65860 3.39939 -0.06397 0.36 0.51 -0.52
C -0.87468 3.99438 -1.31029 0.72 -0.75 0.77
C -1.49063 3.23088 -2.27949 0.20 0.01 0.01
C -1.94023 1.94262 -2.01375 0.40 0.71 -0.38
H -2.05998 -0.71055 -0.51694 -0.32 -0.24 -0.42
H -3.63339 0.24508 -0.70312 0.04 -0.51 -0.20
H -2.70657 0.21410 0.78697 -0.13 -0.01 0.11
H -1.11250 1.82928 1.27379 0.11 -0.43 0.05
H -0.02269 3.94336 0.61226 -0.10 0.06 0.53
H -0.37895 4.94164 -1.47541 -0.39 0.13 -0.36
H -1.58847 3.60634 -3.27277 -0.06 0.26 -0.59
H -2.27125 1.39987 -2.88950 -0.52 -0.38 0.37
```
Positions in Å, forces in eV/Å.

Output
Kohn-Sham gap, hartree: 0.35974
LUMO energy, eV: 0.95
Highest occupied orbital energy, eV: -8.842
E, eV: -14777.1588
Relative energy (zero: lowest compared OMol25 entry of this formula, charge and spin), kcal/mol: 13.99

Entry 5:
DFT (wB97M-V/def2-TZVPD) results for a cluster of 2 separate species, C14H16 in total in a non-equilibrium geometry.

```
30
Properties=species:S:1:pos:R:3:forces:R:3
C -1.15897 2.70803 3.43551 2.28 -1.64 0.84
C -3.56845 -0.21642 3.64185 -0.38 -0.69 1.58
C -3.28026 -0.87463 2.45473 1.46 -0.50 -2.44
C -2.91111 0.96027 3.97540 -1.86 1.08 1.17
C -1.89474 1.49979 3.11327 0.30 -2.41 -0.99
C -2.13098 -0.49688 1.62110 -1.14 -0.51 -0.62
C -1.52879 0.69288 2.00371 0.55 -1.51 -1.51
H -4.25488 -0.83926 4.29073 0.50 1.70 -0.42
H -3.89012 -1.68625 2.01690 0.15 0.43 0.87
H -3.28903 1.63022 4.83817 0.86 -1.49 -1.22
H -1.95148 -1.20898 0.64048 0.05 2.36 2.72
H -0.36513 3.11206 2.78081 -1.28 -0.11 -0.60
H -0.39428 2.35002 4.24490 -1.82 0.89 -0.17
H -0.67729 1.03171 1.45340 0.33 0.23 -0.46
H -2.00920 3.27239 3.69585 0.02 2.18 1.23
C 3.88725 0.40217 -2.06198 -1.01 0.72 -0.66
C 1.30955 -0.87192 -4.50229 -2.16 -2.24 -1.88
C 2.44288 -0.38001 -3.96944 1.28 2.18 0.27
C 0.70682 -1.93203 -3.83119 1.24 0.68 2.92
C 2.77002 -0.47650 -2.62045 0.64 -1.20 -0.48
C 1.10738 -2.25094 -2.46362 -0.60 1.73 -0.94
C 2.10196 -1.44737 -1.84001 -0.08 1.12 0.09
H 0.86842 -0.57860 -5.51618 1.12 -0.39 1.47
H 3.03427 0.24621 -4.62040 0.19 0.46 0.18
H -0.11449 -2.42711 -4.25062 -1.08 -0.72 -0.45
H 0.39699 -2.86531 -1.89510 0.81 -0.18 -0.17
H 4.74641 -0.17602 -1.73167 -0.18 0.05 0.62
H 3.37410 1.05580 -1.30638 1.09 -0.60 -0.20
H 2.38645 -1.31624 -0.74730 -0.81 -1.15 -1.24
H 4.28672 1.08291 -2.85015 -0.47 -0.46 0.49
```
Positions in Å, forces in eV/Å.

Output
Spin multiplicity: 2
Kohn-Sham gap (spin up / spin down), hartree: 0.23147 / 0.09402
LUMO energy (spin up / spin down), eV: -4.44 / -8.18
Highest occupied orbital energy (spin up / spin down), eV: -10.741 / -10.741
Total charge: +1
E, eV: -14766.4573
Relative energy (zero: lowest compared OMol25 entry of this formula, charge and spin), kcal/mol: 60.41

Entry 6:
DFT (wB97M-V/def2-TZVPD) results for a structure of composition C14H16AuN6O in a non-equilibrium geometry.

```
38
Properties=species:S:1:pos:R:3:forces:R:3
Au 0.03962 -0.32307 0.50782 -1.00 -0.51 0.35
O -0.21204 1.73341 0.86975 -0.03 -0.65 0.03
C 0.43379 2.47146 1.98783 0.14 -0.01 0.30
C -0.14656 2.01502 3.30522 -0.01 0.00 -0.05
C -0.05403 0.50026 3.56299 -0.04 0.03 0.00
C 1.31745 -0.03354 3.27003 -0.45 0.09 -0.02
C 2.31821 -0.08034 4.23297 0.08 -0.04 -0.07
C 3.59749 -0.48200 3.89057 -0.01 0.00 0.01
C 3.87666 -0.82586 2.57233 -0.08 0.02 0.02
C 2.85612 -0.77303 1.65064 0.14 -0.09 -0.37
N 1.61622 -0.39860 2.01077 -0.18 -0.04 -0.59
H -0.20866 2.28757 0.07570 0.05 -0.03 -0.20
H 0.22739 3.52464 1.80942 -0.05 0.00 -0.06
H 1.50675 2.30082 1.91274 0.00 0.03 -0.04
H -1.18689 2.32895 3.39221 0.00 -0.01 0.01
H 0.40806 2.55170 4.07896 -0.01 0.02 0.00
H -0.79616 -0.03978 2.96587 -0.03 -0.04 0.02
H -0.30853 0.30128 4.60302 0.01 -0.01 -0.01
H 2.07883 0.20510 5.24905 -0.06 0.01 0.00
H 4.37628 -0.51773 4.64162 0.02 0.00 0.02
H 4.86763 -1.12315 2.25887 0.00 -0.01 -0.05
H 3.02377 -0.99879 0.60527 0.04 -0.01 0.02
N 0.31711 -4.31997 -0.72817 0.37 0.42 0.21
C 0.87169 -3.20050 -0.28853 0.55 -0.61 -0.03
N -0.09025 -2.29615 -0.11536 0.61 0.94 0.49
C -1.23275 -2.95817 -0.49245 -1.54 -0.09 -0.26
N -1.00648 -4.18545 -0.86390 0.09 0.42 0.11
C -2.57780 -2.37094 -0.55115 0.77 -0.81 -0.14
C -3.67518 -3.19125 -0.91679 0.46 1.73 0.43
N -4.79192 -2.54232 -0.96822 -2.53 -1.76 -0.86
C -5.07747 -1.29792 -0.74993 1.83 -0.33 0.35
C -3.94061 -0.53359 -0.38941 -0.14 1.10 0.31
N -2.74640 -1.08471 -0.30272 0.57 0.07 0.01
H 0.76701 -5.20038 -0.96072 0.04 -0.01 -0.01
H 1.92630 -3.07562 -0.10560 0.00 0.00 0.01
H -3.60105 -4.25263 -1.14554 0.05 0.07 0.09
H -6.08717 -0.90371 -0.83586 0.13 0.04 -0.02
H -4.07085 0.52279 -0.18368 0.21 0.07 0.00
```
Positions in Å, forces in eV/Å.

Output
Kohn-Sham gap (spin up / spin down), hartree: 0.13484 / 0.13473
LUMO energy (spin up / spin down), eV: -14.78 / -14.79
Highest occupied orbital energy (spin up / spin down), eV: -18.453 / -18.451
Total charge: +3
E, eV: -29425.6480
Relative energy (zero: lowest compared OMol25 entry of this formula, charge and spin), kcal/mol: 0.00

> E of number 5 (C14H16)?

-14766.4573 eV